# 1
Molecular formula: C25H30Br2Cl33FN2O5P2S2
Method: DFT, ωB97M-V/def2-TZVPD

Structure (XYZ):
```
102
Properties=species:S:1:pos:R:3:forces:R:3
Br 6.375 -0.004 1.081 -0.15 -0.03 0.15
Br 4.294 3.377 -1.169 -0.15 -0.30 0.25
Cl -0.611 4.184 -3.922 0.10 0.03 -0.19
Cl -6.235 -10.357 -2.391 0.19 -0.06 -0.21
Cl -1.496 6.832 -3.209 0.00 -0.01 0.01
Cl -5.146 -1.138 0.018 0.04 0.01 -0.02
Cl -1.906 3.503 5.675 -0.03 0.11 0.18
Cl -7.944 -8.536 -0.637 -0.19 0.15 0.25
Cl -4.758 3.338 6.039 -0.03 -0.01 -0.01
Cl -3.328 4.608 -3.060 0.00 -0.01 0.02
Cl -7.126 -2.271 1.775 0.02 -0.03 0.02
Cl -5.551 -10.674 -5.168 -0.04 -0.02 -0.03
Cl 8.082 4.051 -3.025 0.08 0.10 -0.12
Cl -7.746 -8.958 -4.416 0.02 0.03 0.05
Cl 5.231 -0.694 -4.511 0.01 0.01 0.01
Cl -10.098 -6.889 0.370 0.03 0.04 -0.01
Cl 7.412 2.558 -5.396 -0.02 -0.01 0.00
Cl -9.783 -9.592 1.311 0.00 -0.01 0.01
Cl -3.236 0.946 5.523 -0.13 -0.12 0.22
Cl -3.219 -5.751 -3.594 0.08 0.22 0.16
Cl -5.019 -8.171 -3.855 -0.29 -0.29 0.04
Cl 10.053 3.683 -5.100 -0.01 0.00 0.00
Cl -2.458 5.592 -5.630 0.01 -0.01 0.01
Cl -7.872 -7.573 2.079 0.00 0.03 0.01
Cl 2.953 -2.198 -3.588 -0.12 -0.06 -0.08
Cl -7.928 -0.490 -0.344 0.01 0.01 0.00
Cl -6.996 -3.148 -0.970 -0.03 0.38 0.14
Cl -2.290 -6.020 -0.873 0.00 -0.09 -0.06
Cl 4.457 -3.119 -5.873 0.00 0.01 0.00
Cl 1.050 -2.837 2.201 -0.02 0.51 0.54
Cl 9.245 1.447 -3.469 0.00 -0.01 0.00
Cl -5.104 -5.653 -1.377 0.12 -0.42 -0.05
Cl -2.986 2.295 8.059 0.02 -0.02 -0.01
Cl 5.609 -3.249 -3.230 0.00 0.00 0.00
Cl -3.293 -3.492 -1.814 0.08 0.18 -0.07
S 3.146 -0.638 0.377 2.23 -1.52 -0.87
S 2.074 1.540 4.569 -0.15 0.31 0.17
P 1.354 0.248 3.291 1.08 0.51 1.03
P 1.374 2.523 -0.848 0.97 1.55 -0.53
F 3.824 1.190 2.074 -0.27 -0.36 0.42
O 3.724 -1.468 1.364 -0.36 0.04 1.74
O 1.885 1.501 -2.042 -0.73 -0.57 0.81
O 2.871 5.191 1.038 0.51 -0.49 -0.21
O 3.804 -0.769 -0.875 -0.64 0.43 -1.52
O 1.659 -1.150 0.157 -0.18 1.76 -0.28
N -1.813 0.016 -0.392 0.26 0.05 -0.09
N -0.357 2.535 -0.913 0.48 -0.85 0.23
C 1.863 1.788 0.875 -0.98 -0.23 -0.77
C -0.565 1.435 1.829 -0.54 0.18 0.28
C -6.142 -9.533 -3.954 0.14 -0.12 -0.14
C 8.700 2.935 -4.248 0.00 0.01 0.01
C 0.472 -0.528 0.707 -0.87 -0.73 0.62
C 0.778 0.792 1.535 1.12 0.37 0.20
C 4.562 -2.316 -4.300 0.05 0.07 0.07
C -3.218 2.524 6.328 -0.03 0.07 0.00
C -0.406 -0.376 -0.539 -0.52 0.38 -1.11
C 2.140 6.235 1.635 -0.76 0.11 -0.18
C -1.572 -3.828 1.737 -0.85 0.42 -0.54
C -1.976 5.307 -3.958 -0.04 0.04 0.03
C -1.185 -2.618 0.849 0.25 -0.85 1.34
C 5.709 1.411 0.018 0.12 -0.11 0.32
C 1.745 3.115 1.672 0.39 0.31 0.28
C 1.480 7.096 0.551 0.38 -0.52 0.29
C -1.049 1.768 3.052 0.41 -0.01 -0.42
C -6.798 -1.766 0.117 -0.21 -0.04 -0.03
C 6.828 2.028 -0.746 0.39 -0.32 0.03
C 3.311 1.188 0.804 -0.82 0.99 0.26
C -0.196 -1.680 1.607 -0.45 -0.95 -1.56
C -8.925 -8.143 0.780 0.00 0.02 -0.04
C 4.435 1.830 -0.040 0.39 -0.35 -0.22
C 2.961 4.030 1.875 -0.60 1.16 0.45
C -3.481 -5.243 -1.914 0.07 0.00 -0.08
H -2.132 -2.133 0.685 0.02 0.44 -0.52
H 6.969 3.061 -0.460 -0.12 0.36 -0.13
H 3.945 3.585 1.836 0.08 -0.17 -0.51
H 0.008 0.303 -1.277 0.33 0.42 0.46
H -0.524 2.432 3.712 0.82 -1.17 1.02
H -2.602 -4.083 1.491 -0.14 -0.13 -0.07
H 1.741 6.667 -0.410 0.23 0.21 -0.23
H -2.185 -0.125 0.533 -0.12 -0.20 -0.09
H 1.001 3.763 1.207 -0.08 0.02 -0.42
H -0.759 -3.033 -0.055 0.03 0.30 -0.34
H -0.814 -1.283 2.403 0.46 0.24 0.45
H 7.770 1.523 -0.565 -0.01 -0.16 0.12
H 0.402 7.021 0.624 -0.24 0.26 0.07
H -1.267 1.630 1.028 -0.23 -1.76 -0.32
H 2.766 6.831 2.299 0.24 0.03 0.05
H -2.356 -0.476 -1.088 -0.21 -0.06 0.21
H -1.589 -3.569 2.789 0.30 -0.13 0.26
H 1.329 5.833 2.247 0.04 -0.23 0.25
H 1.310 2.960 2.648 0.23 -0.51 0.17
H -0.330 -1.300 -1.108 0.01 -0.56 0.45
H 2.884 4.429 2.885 0.08 -0.35 0.40
H 6.623 1.944 -1.804 -0.09 0.26 -0.29
H 1.810 8.121 0.647 -0.12 0.26 -0.31
H -0.554 2.877 -1.850 -0.29 0.16 0.22
H -0.992 -4.713 1.521 0.38 -0.07 0.34
H -0.678 3.206 -0.223 -0.18 0.21 -0.26
H 0.286 -0.387 3.935 -0.14 -0.22 -0.57
H -1.971 1.316 3.404 -0.92 1.55 -0.73
H 2.335 -0.737 3.148 -0.29 -0.08 -0.44
H 1.923 0.565 -1.786 0.10 0.00 -0.45
```
Forces are in eV/Å.

The HOMO energy is -7.72 eV. The calculation puts the gap between HOMO and LUMO at 7.3509 eV. For the total energy, the calculation gives -23369.26731 a.u.

Atomic partial charges in e from the Löwdin method, atoms 1 to 99: atom 1 (Br): 0.917, atom 2 (Br): 0.909, atom 3 (Cl): 0.553, atom 4 (Cl): 0.498, atom 5 (Cl): 0.526, atom 6 (Cl): 0.509, atom 7 (Cl): 0.569, atom 8 (Cl): 0.475, atom 9 (Cl): 0.529, atom 10 (Cl): 0.523, atom 11 (Cl): 0.532, atom 12 (Cl): 0.529, atom 13 (Cl): 0.556, atom 14 (Cl): 0.529, atom 15 (Cl): 0.515, atom 16 (Cl): 0.523, atom 17 (Cl): 0.521, atom 18 (Cl): 0.528, atom 19 (Cl): 0.547, atom 20 (Cl): 0.510, atom 21 (Cl): 0.482, atom 22 (Cl): 0.529, atom 23 (Cl): 0.535, atom 24 (Cl): 0.522, atom 25 (Cl): 0.540, atom 26 (Cl): 0.534, atom 27 (Cl): 0.502, atom 28 (Cl): 0.577, atom 29 (Cl): 0.519, atom 30 (Cl): 0.765, atom 31 (Cl): 0.540, atom 32 (Cl): 0.498, atom 33 (Cl): 0.540, atom 34 (Cl): 0.536, atom 35 (Cl): 0.537, atom 36 (S): 0.581, atom 37 (S): 0.224, atom 38 (P): 0.499, atom 39 (P): 0.877, atom 40 (F): -0.058, atom 41 (O): -0.319, atom 42 (O): -0.314, atom 43 (O): -0.216, atom 44 (O): -0.304, atom 45 (O): -0.230, atom 46 (N): 0.018, atom 47 (N): -0.154, atom 48 (C): -0.374, atom 49 (C): -0.191, atom 50 (C): -2.036, atom 51 (C): -2.047, atom 52 (C): -0.391, atom 53 (C): -0.383, atom 54 (C): -2.056, atom 55 (C): -2.034, atom 56 (C): -0.209, atom 57 (C): -0.281, atom 58 (C): -0.164, atom 59 (C): -2.054, atom 60 (C): -0.307, atom 61 (C): -0.723, atom 62 (C): -0.214, atom 63 (C): -0.053, atom 64 (C): -0.057, atom 65 (C): -2.040, atom 66 (C): -0.265, atom 67 (C): -0.443, atom 68 (C): -0.542, atom 69 (C): -2.054, atom 70 (C): -0.564, atom 71 (C): -0.198, atom 72 (C): -2.014, atom 73 (H): 0.056, atom 74 (H): 0.052, atom 75 (H): 0.109, atom 76 (H): 0.075, atom 77 (H): -0.016, atom 78 (H): 0.054, atom 79 (H): 0.074, atom 80 (H): 0.046, atom 81 (H): 0.091, atom 82 (H): 0.094, atom 83 (H): 0.088, atom 84 (H): 0.041, atom 85 (H): 0.064, atom 86 (H): 0.081, atom 87 (H): 0.118, atom 88 (H): 0.054, atom 89 (H): 0.067, atom 90 (H): 0.109, atom 91 (H): 0.023, atom 92 (H): 0.118, atom 93 (H): 0.116, atom 94 (H): 0.030, atom 95 (H): 0.067, atom 96 (H): -0.046, atom 97 (H): 0.043, atom 98 (H): 0.042, atom 99 (H): -0.002



# 2
Molecular formula: C7H11BO2
Method: DFT, ωB97M-V/def2-TZVPD

Structure (XYZ):
```
21
Properties=species:S:1:pos:R:3:forces:R:3
O -2.694 1.460 0.329 -0.24 0.61 0.21
O -3.329 -0.808 -0.117 2.68 -1.06 -0.60
C 1.612 -0.097 -0.317 -0.54 -2.58 -1.04
C -0.931 -0.502 -0.255 4.44 5.73 0.77
C 2.766 0.502 -0.137 1.19 0.12 2.43
C 0.017 -2.606 0.468 -0.65 -1.20 -0.25
C -0.772 -1.922 -0.369 -0.98 -1.73 0.32
C 0.255 1.890 0.130 -0.67 0.09 0.21
C 0.332 0.398 -0.145 -6.18 -1.21 0.67
B -2.359 0.161 0.016 0.69 -1.40 -0.79
H 1.182 2.371 -0.309 -1.58 -0.19 0.07
H 3.567 -0.155 -0.275 1.54 -0.59 -0.59
H 0.324 2.122 1.227 -0.11 -0.44 -0.76
H -4.060 -0.339 0.117 -4.16 1.30 0.89
H 0.022 -3.699 0.516 -0.03 0.28 -0.47
H -1.498 -2.545 -0.978 0.98 1.06 0.42
H -0.779 2.227 -0.187 1.75 0.31 0.12
H -3.603 1.819 0.462 1.13 -0.99 -0.29
H 0.527 -2.181 1.295 0.56 0.79 0.35
H 2.994 1.208 0.684 -0.57 0.54 -1.21
H 1.553 -1.154 -0.627 0.75 0.56 -0.48
```
Forces are in eV/Å.

The HOMO energy (spin up / spin down) is -7.74 / -7.74 eV. The calculation puts the gap between HOMO and LUMO (spin up / spin down) at 7.5685 / 7.5691 eV. For the total energy, the calculation gives -448.62793 a.u. For the energy relative to the best compared isomer or geometry (same formula, charge and spin), the calculation gives 46.4 kcal per mole.

The net atomic charges from natural (NBO), expressed in e, are: atom 1 (O): -0.921, atom 2 (O): -0.857, atom 3 (C): -0.253, atom 4 (C): -0.369, atom 5 (C): -0.399, atom 6 (C): -0.373, atom 7 (C): -0.218, atom 8 (C): -0.690, atom 9 (C): 0.091, atom 10 (B): 1.078, atom 11 (H): 0.227, atom 12 (H): 0.192, atom 13 (H): 0.224, atom 14 (H): 0.462, atom 15 (H): 0.196, atom 16 (H): 0.229, atom 17 (H): 0.255, atom 18 (H): 0.510, atom 19 (H): 0.192, atom 20 (H): 0.202, atom 21 (H): 0.221



# 3
Molecular formula: C20H20FNO2
Method: DFT, ωB97M-V/def2-TZVPD

Structure (XYZ):
```
44
Properties=species:S:1:pos:R:3:forces:R:3
F 3.239 0.378 4.015 -0.30 2.22 -2.50
O 2.518 1.598 -2.154 -1.74 -0.89 3.73
O 3.098 -1.698 1.581 -2.48 3.44 -1.02
N -5.385 0.539 -0.390 1.19 -0.31 -0.66
C 0.930 0.087 -0.927 -1.75 -1.91 0.74
C 2.386 -0.746 1.186 0.57 -1.22 0.08
C 2.513 1.860 0.373 0.50 0.75 2.18
C 0.066 -2.098 0.449 -0.63 2.37 -2.10
C 2.046 1.249 -1.048 0.43 -0.11 -1.06
C 3.101 1.288 2.941 -0.43 2.20 -2.79
C -1.338 -1.084 -1.688 2.11 0.07 1.86
C -4.017 -1.206 -1.699 0.07 0.10 -0.64
C 2.731 3.377 0.575 0.77 -1.74 2.16
C -1.145 -2.135 -0.534 2.40 2.52 -0.38
C -4.838 0.178 -1.758 -0.19 -0.66 -0.04
C 3.323 2.829 3.150 -0.88 -0.47 -2.38
C -0.278 0.030 -1.888 0.57 -2.26 2.61
C 1.099 -0.965 0.235 -1.71 0.68 -1.64
C -2.668 -1.209 -2.609 0.80 -0.36 1.29
C 2.689 0.804 1.531 0.28 2.37 0.73
C 0.209 -3.166 1.638 -0.32 -0.50 -1.72
C 2.553 4.429 -0.618 -0.58 -0.15 0.11
C 1.356 -4.236 1.182 0.09 0.94 0.19
C 3.139 3.877 2.013 -0.68 -4.52 -0.66
H -0.366 0.826 -2.713 0.09 -1.49 1.43
H 1.990 -3.693 0.390 -0.63 -1.07 1.50
H 0.437 -2.691 2.655 -0.30 -0.58 -1.68
H 2.805 4.008 -1.648 -0.26 0.29 1.65
H -2.686 -0.368 -3.396 0.04 -1.46 1.20
H 0.926 -5.163 0.675 0.42 1.23 0.94
H 1.444 4.749 -0.665 1.68 -0.47 0.15
H 3.597 3.249 4.183 -0.45 -1.02 -1.72
H -0.792 -3.740 1.669 1.48 1.10 0.26
H -4.568 0.931 0.123 -0.95 -0.49 -0.21
H -4.161 1.037 -2.134 -1.20 -1.37 0.61
H -5.650 -0.343 0.093 0.26 0.91 -0.42
H 3.172 5.381 -0.483 -0.80 -1.47 0.15
H 1.974 -4.491 2.122 -0.81 0.19 -1.80
H 3.282 4.990 2.235 -0.20 -1.93 -0.39
H -1.929 -2.957 -0.406 1.27 1.35 -0.18
H -2.600 -2.247 -3.088 -0.02 1.65 0.33
H -3.798 -1.422 -0.595 -0.03 0.25 -1.66
H -4.673 -2.062 -2.095 0.81 1.28 0.69
H -5.731 0.026 -2.478 1.51 0.51 1.06
```
Forces are in eV/Å.

The HOMO energy is -8.87 eV. The calculation puts the gap between HOMO and LUMO at 7.7568 eV. For the total energy, the calculation gives -1078.86382 a.u. For the energy relative to the best compared isomer or geometry (same formula, charge and spin), the calculation gives 0.0 kcal per mole.

The net atomic charges from natural (NBO), expressed in e, are: atom 1 (F): -0.322, atom 2 (O): -0.514, atom 3 (O): -0.502, atom 4 (N): -0.830, atom 5 (C): -0.087, atom 6 (C): 0.551, atom 7 (C): -0.107, atom 8 (C): 0.050, atom 9 (C): 0.553, atom 10 (C): 0.416, atom 11 (C): 0.029, atom 12 (C): -0.425, atom 13 (C): 0.027, atom 14 (C): -0.239, atom 15 (C): -0.226, atom 16 (C): -0.259, atom 17 (C): -0.217, atom 18 (C): -0.136, atom 19 (C): -0.443, atom 20 (C): -0.155, atom 21 (C): -0.443, atom 22 (C): -0.668, atom 23 (C): -0.614, atom 24 (C): -0.201, atom 25 (H): 0.245, atom 26 (H): 0.230, atom 27 (H): 0.238, atom 28 (H): 0.260, atom 29 (H): 0.226, atom 30 (H): 0.210, atom 31 (H): 0.230, atom 32 (H): 0.243, atom 33 (H): 0.216, atom 34 (H): 0.352, atom 35 (H): 0.193, atom 36 (H): 0.349, atom 37 (H): 0.231, atom 38 (H): 0.226, atom 39 (H): 0.241, atom 40 (H): 0.227, atom 41 (H): 0.230, atom 42 (H): 0.211, atom 43 (H): 0.209, atom 44 (H): 0.194



# 4
Molecular formula: C3H3O2Yb
Method: DFT, ωB97M-V/def2-TZVPD

Structure (XYZ):
```
9
Properties=species:S:1:pos:R:3:forces:R:3
Yb -0.240 -1.394 2.875 0.10 0.54 -0.63
O 0.430 0.622 1.936 0.52 -0.39 0.22
O -0.302 -0.832 0.364 -0.25 -0.56 -1.43
C 0.325 0.935 -0.566 0.78 0.11 0.91
C -0.296 -0.303 -1.113 -0.05 -0.65 0.98
C 0.308 0.390 0.694 -0.85 1.27 -0.49
H 0.311 -0.964 -1.745 -0.22 0.02 0.24
H 0.806 1.803 -1.000 -0.31 -0.27 0.10
H -1.341 -0.257 -1.445 0.26 -0.08 0.10
```
Forces are in eV/Å.

The multiplicity is 2. The HOMO energy (spin up / spin down) is -5.72 / -7.51 eV. The calculation puts the gap between HOMO and LUMO (spin up / spin down) at 5.8116 / 7.1429 eV. For the total energy, the calculation gives -1425.17552 a.u. For the energy relative to the best compared isomer or geometry (same formula, charge and spin), the calculation gives 0.0 kcal per mole.

The net atomic charges from natural (NBO), expressed in e, are: atom 1 (Yb): 0.961, atom 2 (O): -0.893, atom 3 (O): -0.685, atom 4 (C): -0.547, atom 5 (C): -0.031, atom 6 (C): 0.615, atom 7 (H): 0.178, atom 8 (H): 0.224, atom 9 (H): 0.180



Results for molecular weight: 1913.4; 138.0; 325.4; 244.1 (in g mol⁻¹, following the order of the records).
Results for max |F|: 2.83; 7.29; 4.61; 1.60 (in eV/Å, following the order of the records).